CH4Cl2Si | ωB97M-V with the def2-TZVPD basis set

Last column: Mulliken charge in e.
Atoms and positions in Å:
H (1.6879, -0.8627, -0.0043)  0.32
H (1.5214, 0.9554, -0.0540)  0.38
Cl (-2.0070, -1.7189, -0.1270)  -0.17
Si (-1.1645, -0.0662, 0.5708)  0.54
Cl (-2.0849, 1.6151, -0.1894)  -0.23
C (1.3546, 0.0813, -0.5649)  -1.05
H (-1.0953, 0.0701, 1.9370)  -0.12
H (1.7877, -0.0742, -1.5682)  0.33

Forces on atoms 1 to 3 (eV/Å):
H -1.2 1.3 -0.4
H -0.1 2.2 0.9
Cl -0.8 -1.2 -0.3

## Properties
charge = 0
LUMO level (spin up / spin down) = 0.8 / -2.0 eV
multiplicity = 3



CH4Cl4N2P2 | ωB97M-V with the def2-TZVPD basis set

Last column: Mulliken charge in e.
Atoms and positions in Å:
H (1.4871, 0.9427, -0.8231)  0.29
H (-0.5537, -1.8638, 0.4969)  0.33
Cl (-1.5625, 0.7248, 1.4311)  -0.15
N (-0.6774, 2.8297, -0.5413)  -0.63
Cl (0.7399, 2.6676, 2.1273)  -0.22
P (1.4825, -0.6857, 0.6579)  0.74
N (0.9047, 0.6737, -0.1371)  -0.39
H (0.7053, -2.3541, 2.0175)  0.21
P (-0.1921, 1.8192, 0.5066)  0.74
C (0.2768, -1.6963, 1.1943)  -0.71
Cl (2.5926, -0.1807, 2.1976)  -0.17
Cl (2.8359, -1.0652, -0.9123)  -0.31
H (-1.0794, 3.6268, -0.0660)  0.27

Forces on atoms 1 to 3 (eV/Å):
H 2.2 1.7 -3.1
H 0.4 -0.4 0.6
Cl -0.5 -0.1 0.2

## Properties
relative energy (zero: lowest compared OMol25 entry of this formula, charge and spin) = 0.0 kJ/mol
charge = 0
structure (SMILES) = C=P(Cl)(Cl)NP(=N)(Cl)Cl
LUMO level = 0.2 eV
multiplicity = 1



CH4ClN2 | ωB97M-V with the def2-TZVPD basis set

Last column: Mulliken charge in e.
Atoms and positions in Å:
C (1.0404, 0.7942, -0.3777)  0.29
H (0.2717, -0.8854, -0.8231)  0.31
H (-0.5062, 0.6032, -1.5841)  0.33
N (0.1066, 0.1379, -0.9129)  -0.24
H (-2.5962, 1.0618, 1.2771)  0.30
H (2.7421, 1.6327, 0.5728)  0.33
N (1.8207, 1.2984, 0.3738)  -0.12
Cl (-2.0062, -0.0198, 0.9823)  -0.20

Forces on atoms 1 to 3 (eV/Å):
C -3.3 1.8 -2.8
H -1.6 -0.2 -0.6
H -0.4 -0.6 -0.2

## Properties
relative energy (zero: lowest compared OMol25 entry of this formula, charge and spin) = 139.4 kJ/mol
charge = +1
LUMO level (spin up / spin down) = -3.8 / -9.8 eV
multiplicity = 3



CH4ClN3 | ωB97M-V with the def2-TZVPD basis set

Last column: Mulliken charge in e.
Atoms and positions in Å:
C (0.6305, -0.8668, -0.5211)  -0.30
H (0.4106, -0.8106, -1.5786)  0.33
N (-1.2678, -0.1505, 0.5015)  -0.12
N (-0.9054, 1.0840, 0.5294)  -0.12
H (1.1962, -1.7399, -0.4024)  0.31
N (-0.5366, -1.1021, 0.1551)  -0.15
Cl (1.8232, 0.5223, 0.1232)  -0.32
H (-1.3162, 1.7442, 1.0557)  0.18
H (-0.0346, 1.3194, 0.1373)  0.17

Forces on atoms 1 to 3 (eV/Å):
C 0.3 -1.2 -0.6
H 0.5 1.5 -0.5
N -1.0 -2.8 -0.3

## Properties
relative energy (zero: lowest compared OMol25 entry of this formula, charge and spin) = 57.6 kJ/mol
charge = 0
LUMO level (spin up / spin down) = 1.1 / -2.3 eV
multiplicity = 3



CH4ClN3S | ωB97M-V with the def2-TZVPD basis set

Last column: Mulliken charge in e.
Atoms and positions in Å:
N (0.8192, -0.1021, 0.8455)  0.31
S (0.9192, 2.0162, -0.1425)  -0.05
N (-0.0031, 1.5523, -1.4666)  -0.49
C (1.8575, -0.5684, 1.4633)  0.05
H (-1.0108, -0.6133, 0.7228)  0.21
H (2.0745, -1.6529, 1.6754)  0.36
H (0.3836, 0.7328, -1.9986)  0.31
H (-0.9652, 1.4874, -1.1623)  0.28
Cl (3.0531, 0.6191, 1.9423)  -0.13
N (-0.2159, -0.4568, 0.2079)  -0.85

Forces on atoms 1 to 3 (eV/Å):
N 1.0 0.5 0.3
S 0.7 0.4 -0.8
N 1.1 -0.5 1.0

## Properties
relative energy (zero: lowest compared OMol25 entry of this formula, charge and spin) = 251.6 kJ/mol
charge = 0
LUMO level (spin up / spin down) = -0.2 / -0.2 eV
multiplicity = 1



CH4ClNO2S | ωB97M-V with the def2-TZVPD basis set

Last column: Mulliken charge in e.
Atoms and positions in Å:
H (1.8473, 1.2183, -0.6325)  0.25
O (-0.4140, -0.5594, 0.8125)  -0.35
N (1.2013, 0.5830, -0.8683)  -0.59
H (1.1455, -1.8679, -1.5829)  0.36
C (-1.2343, 0.5485, 0.8350)  -0.19
O (1.2746, -1.8519, -0.6454)  -0.45
H (-1.7399, 0.6760, 1.8661)  0.28
Cl (-2.5312, 0.3353, -0.2804)  -0.19
H (-0.8023, 1.4197, 0.2896)  0.25
S (1.2530, -0.5015, 0.2064)  0.64

Forces on atoms 1 to 3 (eV/Å):
H 3.0 3.5 0.8
O 1.7 -1.1 0.2
N -2.4 -2.8 -0.4

## Properties
relative energy (zero: lowest compared OMol25 entry of this formula, charge and spin) = 109.6 kJ/mol
charge = 0
LUMO level = 0.5 eV
multiplicity = 1



CH4ClNO3 | ωB97M-V with the def2-TZVPD basis set

Last column: Mulliken charge in e.
Atoms and positions in Å:
Cl (0.5893, -2.1615, 0.9263)  -0.11
H (1.4953, 0.5975, 0.7311)  0.39
H (-1.5258, 1.2405, -1.0567)  0.36
O (1.2104, 0.9918, -0.0472)  -0.50
N (-0.0930, -0.5084, 1.1159)  -0.48
O (-0.1903, -0.3371, -1.3529)  -0.53
H (-1.0470, -0.6511, 1.4025)  0.30
H (0.6796, -0.8990, -1.3545)  0.36
C (-0.0472, 0.4115, -0.1988)  0.74
O (-1.0714, 1.3158, -0.1659)  -0.52

Forces on atoms 1 to 3 (eV/Å):
Cl -0.6 1.4 -0.2
H 1.3 -0.8 2.5
H 0.7 0.1 1.5

## Properties
relative energy (zero: lowest compared OMol25 entry of this formula, charge and spin) = 61.4 kJ/mol
charge = 0
structure (SMILES) = OC(O)(O)NCl
LUMO level = 0.3 eV
multiplicity = 1



CH4ClNOP2 | ωB97M-V with the def2-TZVPD basis set

Last column: Mulliken charge in e.
Atoms and positions in Å:
H (-0.6191, 0.8210, 0.3145)  0.26
C (-0.4721, -0.2262, 0.4703)  -0.62
P (2.9280, 1.0101, 0.7332)  0.11
H (2.2375, 0.6618, -1.8863)  0.11
Cl (3.7222, -0.7155, 0.0696)  -0.14
O (1.2648, -1.3353, -0.5294)  -0.48
P (1.4894, 1.3053, -0.8973)  -0.08
H (-0.1242, -0.5812, 1.3667)  0.30
N (0.6594, -0.2816, -0.4629)  0.29
H (-1.4102, -0.8199, 0.2184)  0.25

Forces on atoms 1 to 3 (eV/Å):
H -1.3 0.8 1.4
C -1.2 0.5 -2.7
P -0.3 0.5 -0.2

## Properties
relative energy (zero: lowest compared OMol25 entry of this formula, charge and spin) = 91.4 kJ/mol
charge = 0
structure (SMILES) = C[N+]([O-])=[PH]=PCl
LUMO level (spin up / spin down) = -1.5 / 0.0 eV
multiplicity = 1